{"formula": "C4H2ClO2", "method": "ωB97M-V/def2-TZVPD", "largest_force_ha_per_bohr": 0.0761, "e_above_lowest_kj_mol": 154.2, "smiles": "O=C=C/C([O-])=C/Cl", "total_charge": -1, "total_energy_ev": -20796.9763, "symbols": ["O", "C", "C", "C", "O", "C", "Cl", "H", "H"], "xyz": [[-2.51, 0.45, -0.22], [-1.66, 0.34, 0.58], [-0.58, -0.05, 1.16], [0.80, 0.12, 0.22], [1.72, 0.74, 0.76], [0.61, -0.36, -1.08], [2.11, -0.24, -2.11], [-0.34, -0.09, 2.29], [-0.15, -0.90, -1.59]]}

{"formula": "C21H24CoN5OS2Se4", "method": "ωB97M-V/def2-TZVPD", "largest_force_ha_per_bohr": 0.0119, "s2": 6.015, "total_energy_ev": -352350.4499, "multiplicity": 5, "symbols": ["Co", "C", "C", "N", "C", "C", "C", "S", "N", "C", "O", "C", "C", "C", "C", "C", "C", "H", "H", "H", "H", "H", "H", "H", "H", "H", "H", "H", "H", "H", "H", "H", "C", "N", "C", "C", "N", "C", "S", "C", "C", "C", "C", "C", "N", "H", "H", "H", "H", "H", "H", "H", "H", "H", "Se", "Se", "Se", "Se"], "xyz": [[0.62, 1.20, -1.40], [3.27, -1.24, 3.63], [3.69, -1.01, 2.19], [3.22, 0.29, 1.69], [4.13, 1.42, 1.90], [5.08, 1.60, 0.72], [2.01, 0.42, 1.16], [1.46, 1.97, 0.64], [1.26, -0.70, 1.19], [0.27, -1.01, 0.39], [-0.05, -0.52, -0.73], [-0.57, -2.17, 0.85], [-1.27, -2.91, -0.09], [-2.05, -3.98, 0.31], [-2.14, -4.31, 1.66], [-1.44, -3.56, 2.60], [-0.65, -2.50, 2.19], [3.71, -2.17, 4.00], [2.19, -1.32, 3.70], [3.61, -0.43, 4.28], [3.29, -1.79, 1.54], [4.78, -1.00, 2.09], [4.68, 1.21, 2.81], [3.54, 2.32, 2.06], [5.70, 0.72, 0.58], [5.73, 2.46, 0.90], [4.51, 1.76, -0.19], [-1.20, -2.64, -1.14], [-2.59, -4.57, -0.42], [-2.75, -5.14, 1.98], [-1.51, -3.81, 3.65], [-0.09, -1.91, 2.91], [-3.79, -0.68, 1.24], [-3.34, -0.14, -0.03], [-3.59, -0.73, -1.26], [-3.13, 0.09, -2.21], [-2.57, 1.19, -1.55], [-2.74, 1.07, -0.18], [-2.39, 2.19, 0.98], [-2.05, 2.31, -2.21], [-2.83, 2.98, -3.14], [-2.29, 4.07, -3.80], [-1.00, 4.47, -3.49], [-0.29, 3.74, -2.57], [-0.79, 2.67, -1.94], [-4.88, -0.63, 1.31], [-3.35, -0.08, 2.03], [-3.46, -1.71, 1.33], [-4.04, -1.70, -1.34], [-3.07, -0.02, -3.27], [-3.84, 2.65, -3.32], [-2.87, 4.61, -4.53], [-0.54, 5.32, -3.97], [0.73, 3.99, -2.31], [2.81, 0.76, -2.55], [2.61, -1.49, -2.75], [0.64, -1.79, -4.04], [-0.34, 0.20, -4.09]]}

{"formula": "C9H22F6NO9S2V2", "method": "ωB97M-V/def2-TZVPD", "largest_force_ha_per_bohr": 0.0818, "s2": 12.009, "e_above_lowest_kj_mol": 164.7, "total_charge": 1, "total_energy_ev": -118949.8368, "multiplicity": 7, "symbols": ["V", "V", "C", "O", "H", "H", "H", "C", "F", "F", "F", "S", "O", "O", "N", "S", "O", "O", "C", "F", "F", "F", "O", "H", "C", "C", "O", "H", "H", "H", "H", "H", "H", "C", "C", "O", "H", "H", "H", "H", "H", "H", "C", "C", "O", "H", "H", "H", "H", "H", "H"], "xyz": [[-1.13, -0.67, 2.75], [0.12, -3.20, 1.02], [1.47, -0.23, 0.53], [0.65, -1.05, 1.32], [1.18, -0.25, -0.53], [1.48, 0.85, 0.71], [2.48, -0.64, 0.49], [-1.80, 0.14, -1.49], [-1.01, -0.30, -2.43], [-1.18, 1.06, -0.75], [-2.81, 0.76, -2.08], [-2.50, -1.26, -0.32], [-3.77, -1.68, -0.82], [-1.53, -2.38, -0.30], [-2.60, -0.44, 1.26], [-4.01, 0.36, 1.26], [-3.99, 1.14, 2.47], [-4.43, 1.07, 0.09], [-5.37, -0.91, 1.67], [-6.15, -0.37, 2.56], [-6.07, -1.27, 0.62], [-4.78, -1.97, 2.26], [-1.20, -2.78, 2.68], [-1.94, -3.39, 2.61], [3.05, -2.54, -2.03], [1.62, -3.00, -2.14], [1.10, -3.73, -1.02], [3.72, -3.40, -2.13], [3.35, -2.22, -1.02], [3.32, -1.74, -2.72], [1.54, -3.61, -3.04], [0.92, -2.18, -2.29], [1.70, -4.49, -1.00], [3.78, 1.89, -2.98], [4.15, 2.33, -1.54], [5.51, 2.02, -1.37], [4.08, 0.86, -3.15], [4.05, 2.53, -3.82], [2.69, 2.00, -2.98], [3.54, 1.75, -0.84], [3.87, 3.36, -1.32], [6.02, 2.60, -1.94], [-1.65, 3.36, 2.01], [-0.41, 2.57, 2.41], [-0.84, 1.45, 3.18], [-1.36, 4.37, 1.73], [-2.47, 3.21, 2.70], [-2.08, 2.87, 1.13], [0.26, 3.26, 2.93], [0.16, 2.18, 1.56], [-0.73, 1.74, 4.09]]}

{"formula": "C41H94BN2O24S8", "method": "ωB97M-V/def2-TZVPD", "largest_force_ha_per_bohr": 0.0367, "e_above_lowest_kj_mol": 0.0, "total_charge": -1, "total_energy_ev": -183517.6241, "symbols": ["C", "C", "O", "C", "C", "O", "C", "C", "O", "C", "B", "C", "C", "C", "C", "N", "C", "C", "C", "S", "C", "S", "N", "C", "C", "C", "C", "C", "C", "O", "O", "C", "C", "O", "H", "H", "H", "H", "H", "H", "H", "H", "H", "H", "H", "H", "H", "H", "H", "H", "H", "H", "H", "H", "H", "H", "H", "H", "H", "H", "H", "H", "H", "H", "H", "H", "H", "H", "H", "H", "H", "H", "H", "H", "H", "H", "H", "H", "H", "H", "O", "S", "O", "O", "C", "C", "C", "H", "H", "H", "H", "H", "H", "H", "H", "O", "S", "O", "O", "C", "C", "C", "H", "H", "H", "H", "H", "H", "H", "H", "O", "S", "O", "O", "C", "C", "C", "H", "H", "H", "H", "H", "H", "H", "H", "O", "S", "O", "O", "C", "C", "C", "H", "H", "H", "H", "H", "H", "H", "H", "O", "S", "O", "O", "C", "C", "C", "H", "H", "H", "H", "H", "H", "H", "H", "O", "S", "O", "O", "C", "C", "C", "H", "H", "H", "H", "H", "H", "H", "H"], "xyz": [[-0.20, 0.49, 5.40], [-0.71, -0.92, 5.61], [-1.26, -1.38, 4.39], [-1.82, -2.66, 4.46], [-0.79, -3.80, 4.18], [0.49, -3.32, 3.92], [0.73, -2.90, 2.57], [1.25, -1.46, 2.55], [2.26, -1.33, 1.59], [3.21, -0.25, 1.83], [3.19, 0.90, 0.69], [4.40, 1.97, 0.99], [5.77, 1.58, 0.44], [6.93, 2.47, 0.94], [7.49, 3.45, -0.10], [7.68, 4.83, 0.35], [1.72, 1.69, 0.66], [1.08, 2.07, 2.00], [1.77, 3.25, 2.67], [0.73, 3.86, 4.07], [0.68, 5.65, 3.78], [1.91, 6.58, 4.22], [-0.52, 6.20, 3.23], [-1.61, 6.30, 4.20], [-2.45, 5.06, 4.46], [-0.89, 5.60, 1.95], [0.08, 5.95, 0.83], [3.37, 0.15, -0.80], [3.06, 1.02, -1.92], [3.47, 2.11, -2.20], [2.09, 0.40, -2.85], [0.87, 0.94, -2.93], [-0.23, 0.03, -2.47], [0.66, 2.06, -3.37], [-0.34, 1.07, 6.32], [-0.78, 0.97, 4.62], [0.86, 0.52, 5.15], [0.11, -1.59, 5.91], [-1.48, -0.95, 6.39], [-2.29, -2.82, 5.43], [-2.63, -2.70, 3.72], [-0.71, -4.44, 5.06], [-1.17, -4.43, 3.37], [-0.21, -2.96, 2.01], [1.45, -3.56, 2.08], [0.41, -0.80, 2.30], [1.59, -1.22, 3.56], [3.02, 0.19, 2.82], [4.20, -0.71, 1.89], [4.17, 2.98, 0.63], [4.51, 2.06, 2.08], [6.00, 0.53, 0.63], [5.73, 1.72, -0.65], [6.61, 3.05, 1.81], [7.75, 1.84, 1.28], [6.83, 3.49, -0.97], [8.46, 3.09, -0.46], [7.91, 4.86, 1.33], [6.84, 5.37, 0.21], [1.84, 2.62, 0.10], [0.99, 1.05, 0.14], [1.05, 1.23, 2.71], [0.04, 2.36, 1.84], [2.72, 2.96, 3.12], [1.94, 4.06, 1.98], [-1.16, 6.62, 5.14], [-2.25, 7.12, 3.88], [-3.30, 5.35, 5.09], [-1.90, 4.29, 5.00], [-2.87, 4.64, 3.55], [-0.99, 4.51, 2.03], [-1.88, 5.98, 1.68], [1.09, 6.10, 1.20], [-0.21, 6.87, 0.33], [0.11, 5.17, 0.08], [4.39, -0.23, -0.95], [2.71, -0.72, -0.84], [-1.11, 0.24, -3.07], [0.04, -1.02, -2.58], [-0.47, 0.24, -1.43], [-3.28, 5.32, -0.66], [-3.92, 5.53, -1.92], [-3.95, 6.84, -2.49], [-5.41, 4.96, -1.82], [-6.20, 5.41, -0.70], [-6.75, 6.81, -0.89], [-3.30, 4.38, -3.10], [-5.61, 5.32, 0.21], [-7.01, 4.68, -0.64], [-5.95, 7.55, -0.88], [-7.45, 7.04, -0.09], [-7.26, 6.89, -1.85], [-3.32, 3.39, -2.66], [-2.28, 4.67, -3.31], [-3.91, 4.43, -3.99], [8.29, -0.23, -0.92], [7.86, -0.86, -2.13], [6.51, -1.32, -2.26], [8.86, -2.05, -2.45], [9.09, -3.01, -1.39], [7.95, -3.99, -1.23], [8.26, 0.17, -3.50], [9.29, -2.47, -0.47], [10.01, -3.52, -1.68], [7.05, -3.50, -0.87], [8.23, -4.77, -0.52], [7.71, -4.46, -2.19], [9.29, 0.49, -3.41], [7.59, 1.02, -3.45], [8.10, -0.39, -4.41], [-4.51, -1.63, 6.85], [-5.78, -1.02, 6.62], [-6.47, -0.39, 7.70], [-6.74, -2.10, 5.95], [-6.85, -3.38, 6.60], [-7.75, -3.35, 7.82], [-5.68, 0.08, 5.26], [-5.85, -3.74, 6.85], [-7.26, -4.04, 5.84], [-7.31, -2.75, 8.62], [-7.90, -4.36, 8.19], [-8.71, -2.91, 7.57], [-5.19, -0.43, 4.43], [-5.08, 0.93, 5.59], [-6.68, 0.40, 4.99], [-1.64, -3.74, 0.28], [-2.78, -4.53, -0.08], [-2.61, -5.92, -0.40], [-3.56, -3.80, -1.25], [-2.79, -3.37, -2.40], [-2.42, -4.52, -3.30], [-4.03, -4.38, 1.16], [-1.91, -2.82, -2.06], [-3.45, -2.66, -2.91], [-1.71, -5.19, -2.81], [-1.98, -4.16, -4.22], [-3.31, -5.11, -3.54], [-4.17, -3.33, 1.38], [-3.66, -4.91, 2.04], [-4.94, -4.84, 0.79], [2.49, 1.59, -8.48], [2.24, 3.00, -8.61], [3.35, 3.90, -8.69], [1.24, 3.46, -7.49], [1.54, 3.12, -6.10], [2.59, 4.01, -5.48], [1.18, 3.28, -9.99], [1.82, 2.07, -6.04], [0.59, 3.22, -5.58], [3.57, 3.85, -5.94], [2.66, 3.78, -4.42], [2.33, 5.06, -5.62], [0.32, 2.61, -9.91], [1.75, 3.07, -10.88], [0.87, 4.32, -9.97], [-4.84, -8.00, -3.60], [-3.57, -8.67, -3.60], [-2.53, -8.22, -4.47], [-3.83, -10.22, -3.86], [-4.64, -10.57, -5.00], [-3.88, -10.48, -6.31], [-2.96, -8.80, -1.96], [-5.53, -9.95, -5.01], [-4.96, -11.60, -4.81], [-3.63, -9.45, -6.56], [-4.50, -10.89, -7.12], [-2.95, -11.05, -6.25], [-3.74, -9.18, -1.32], [-2.67, -7.79, -1.66], [-2.09, -9.45, -1.97]]}

{"formula": "CHNOS", "method": "ωB97M-V/def2-TZVPD", "largest_force_ha_per_bohr": 0.0613, "e_above_lowest_kj_mol": 339.4, "total_energy_ev": -15420.7233, "symbols": ["C", "N", "O", "S", "H"], "xyz": [[-0.89, 0.29, 0.02], [0.98, -1.37, 0.04], [1.71, -0.47, -0.07], [0.13, 1.45, -0.07], [-1.93, 0.10, 0.08]]}

{"formula": "C21H42F9N3O20P2", "method": "ωB97M-V/def2-TZVPD", "largest_force_ha_per_bohr": 0.0385, "smiles": "CCOC(=O)C(F)(F)F.CCOC(=O)C(F)(F)F.CCOC(=O)C(F)(F)F.COP(=O)(OC)OC.COP(=O)(OC)OC.C[N+](=O)[O-].C[N+](=O)[O-].C[N+](=O)[O-]", "total_energy_ev": -110910.5962, "symbols": ["C", "C", "O", "C", "O", "C", "F", "F", "F", "H", "H", "H", "H", "H", "C", "C", "O", "C", "O", "C", "F", "F", "F", "H", "H", "H", "H", "H", "C", "C", "O", "C", "O", "C", "F", "F", "F", "H", "H", "H", "H", "H", "C", "O", "P", "O", "O", "C", "O", "C", "H", "H", "H", "H", "H", "H", "H", "H", "H", "C", "O", "P", "O", "O", "C", "O", "C", "H", "H", "H", "H", "H", "H", "H", "H", "H", "C", "N", "O", "O", "H", "H", "H", "C", "N", "O", "O", "H", "H", "H", "C", "N", "O", "O", "H", "H", "H"], "xyz": [[-43.79, 5.80, -7.31], [-45.23, 5.68, -6.88], [-45.52, 4.28, -6.80], [-46.74, 3.97, -6.44], [-47.60, 4.73, -6.08], [-47.01, 2.45, -6.50], [-47.42, 2.02, -5.29], [-47.98, 2.20, -7.36], [-45.92, 1.76, -6.83], [-43.58, 5.21, -8.21], [-43.10, 5.41, -6.56], [-43.43, 6.81, -7.48], [-45.90, 6.16, -7.60], [-45.38, 6.14, -5.91], [-40.15, 1.81, -9.34], [-41.45, 2.04, -8.59], [-42.55, 2.40, -9.45], [-43.19, 1.40, -10.00], [-42.94, 0.23, -9.93], [-44.42, 1.84, -10.82], [-45.50, 1.22, -10.33], [-44.63, 3.15, -10.79], [-44.30, 1.47, -12.10], [-39.35, 1.81, -8.61], [-39.96, 2.66, -10.00], [-40.16, 0.90, -9.95], [-41.33, 2.86, -7.88], [-41.74, 1.16, -8.01], [-37.58, 1.30, -4.29], [-37.26, 0.82, -2.89], [-38.45, 0.92, -2.08], [-38.36, 0.49, -0.84], [-37.41, 0.03, -0.30], [-39.70, 0.66, -0.07], [-40.72, 1.04, -0.83], [-40.02, -0.49, 0.54], [-39.51, 1.59, 0.89], [-37.20, 2.29, -4.54], [-38.66, 1.26, -4.43], [-37.13, 0.63, -5.02], [-36.42, 1.26, -2.36], [-36.99, -0.24, -2.98], [-35.53, 10.72, -7.20], [-35.53, 9.93, -6.00], [-36.85, 9.76, -5.17], [-37.95, 9.08, -5.86], [-36.30, 8.98, -3.92], [-37.32, 8.55, -3.01], [-37.19, 11.22, -4.64], [-38.58, 11.62, -4.65], [-36.04, 11.67, -7.08], [-36.02, 10.14, -7.99], [-34.49, 10.82, -7.49], [-37.74, 7.58, -3.26], [-38.22, 9.17, -2.95], [-36.83, 8.58, -2.04], [-38.70, 12.42, -5.39], [-38.78, 12.00, -3.65], [-39.28, 10.86, -4.99], [-42.34, -2.54, -3.34], [-41.45, -1.92, -4.26], [-41.88, -0.59, -4.99], [-43.31, -0.38, -5.19], [-41.17, 0.50, -4.10], [-41.33, 1.88, -4.39], [-40.99, -0.62, -6.30], [-41.42, -1.50, -7.35], [-43.15, -1.87, -3.03], [-41.80, -2.82, -2.44], [-42.83, -3.40, -3.81], [-40.37, 2.35, -4.63], [-41.87, 2.46, -3.65], [-41.86, 2.04, -5.34], [-42.45, -1.83, -7.25], [-40.76, -2.36, -7.42], [-41.37, -0.93, -8.28], [-38.57, 5.91, -5.28], [-39.62, 5.48, -6.25], [-39.82, 4.27, -6.31], [-40.29, 6.31, -6.80], [-38.99, 6.79, -4.80], [-37.77, 6.31, -5.93], [-38.16, 5.10, -4.71], [-41.10, 9.56, -2.44], [-41.51, 8.23, -2.97], [-40.67, 7.67, -3.66], [-42.55, 7.74, -2.61], [-40.60, 10.15, -3.19], [-40.44, 9.35, -1.60], [-41.97, 10.02, -1.97], [-38.66, 7.30, -9.67], [-37.97, 5.99, -9.44], [-36.76, 5.99, -9.43], [-38.67, 5.02, -9.21], [-38.93, 7.67, -8.69], [-39.55, 7.06, -10.24], [-37.98, 7.93, -10.22]]}

{"formula": "C3H5N3S", "method": "ωB97M-V/def2-TZVPD", "largest_force_ha_per_bohr": 0.1743, "e_above_lowest_kj_mol": 321.3, "smiles": "Cc1nc(=S)[nH][nH]1", "total_energy_ev": -18494.5674, "symbols": ["C", "C", "N", "C", "S", "N", "N", "H", "H", "H", "H", "H"], "xyz": [[1.60, -0.83, 0.08], [0.38, -0.28, -0.24], [-0.69, -1.03, -0.14], [-1.71, -0.14, 0.08], [-3.29, -0.50, 0.00], [-1.26, 1.15, 0.07], [0.04, 1.11, -0.14], [2.36, -0.94, -0.86], [2.16, -0.09, 1.00], [1.70, -1.87, 0.34], [-1.96, 1.70, -0.71], [0.66, 1.70, 0.50]]}

{"formula": "C4H6N3", "method": "ωB97M-V/def2-TZVPD", "largest_force_ha_per_bohr": 0.0964, "e_above_lowest_kj_mol": 514.4, "total_charge": 1, "total_energy_ev": -8703.1724, "symbols": ["C", "C", "C", "C", "N", "N", "N", "H", "H", "H", "H", "H", "H"], "xyz": [[1.21, 1.60, -0.93], [2.34, 1.17, -1.38], [1.45, 0.22, -0.73], [-0.95, -0.88, 0.58], [1.10, -0.87, -0.37], [-1.83, -1.67, 0.04], [-1.07, 0.07, 1.49], [0.68, 2.48, -0.56], [3.23, 1.32, -1.89], [-1.43, -2.31, -0.66], [-2.73, -1.81, 0.38], [-0.26, 0.38, 1.89], [-1.76, 0.30, 2.14]]}